1.
Molecular formula: C30H74O18S
Method: DFT, ωB97M-V with the def2-TZVPD basis set

Element x y z (Å)
C1 -4.11 2.73 -3.78
O1 -2.80 3.10 -3.59
C2 -2.42 3.73 -2.39
C3 -2.09 5.19 -2.73
O2 -1.17 5.33 -3.77
C4 -1.09 6.69 -4.12
H1 -4.93 3.46 -3.58
H2 -4.33 1.83 -3.13
H3 -4.16 2.44 -4.82
H4 -1.56 3.20 -1.95
H5 -3.21 3.73 -1.60
H6 -1.74 5.56 -1.76
H7 -3.05 5.68 -3.00
H8 -0.75 7.27 -3.27
H9 -2.05 6.99 -4.41
H10 -0.44 6.86 -5.01
C5 -0.31 3.42 1.43
O3 0.99 3.77 1.11
C6 1.06 5.11 0.58
C7 2.53 5.33 0.40
O4 2.97 4.72 -0.79
C8 4.36 4.73 -0.90
H11 -0.42 2.41 1.78
H12 -0.98 3.59 0.58
H13 -0.68 4.08 2.25
H14 0.60 5.78 1.28
H15 0.49 5.22 -0.34
H16 3.05 4.90 1.29
H17 2.74 6.43 0.34
H18 4.64 4.50 0.10
H19 4.60 5.76 -1.11
H20 4.77 3.98 -1.66
C9 -1.78 -0.66 4.30
O5 -0.92 0.48 4.38
C10 -1.46 1.56 5.12
C11 -1.39 1.35 6.67
O6 -0.12 1.54 7.29
C12 -0.09 0.88 8.59
H21 -2.38 -0.70 3.39
H22 -2.58 -0.72 5.09
H23 -1.12 -1.45 4.65
H24 -2.49 1.78 4.94
H25 -0.88 2.43 4.86
H26 -1.76 0.33 6.74
H27 -2.14 2.12 7.07
H28 0.89 1.11 9.08
H29 -0.13 -0.24 8.42
H30 -1.00 1.15 9.20
C13 3.19 -3.44 -1.65
O7 2.50 -4.52 -1.05
C14 2.39 -4.57 0.35
C15 1.38 -3.54 0.83
O8 0.80 -3.96 1.99
C16 0.22 -2.91 2.73
H31 2.58 -2.52 -1.65
H32 3.44 -3.77 -2.65
H33 4.10 -3.10 -1.16
H34 3.37 -4.47 0.84
H35 2.03 -5.56 0.58
H36 0.67 -3.48 0.01
H37 1.86 -2.60 1.01
H38 1.01 -2.47 3.37
H39 -0.53 -3.29 3.38
H40 -0.22 -2.18 2.12
C17 -3.24 -3.18 -0.02
O9 -1.97 -2.82 -0.51
C18 -1.55 -3.57 -1.62
C19 -1.21 -4.98 -1.32
O10 -2.28 -5.74 -1.96
C20 -1.92 -7.10 -2.10
H41 -3.16 -4.15 0.43
H42 -4.02 -3.18 -0.74
H43 -3.45 -2.47 0.78
H44 -0.73 -3.02 -2.04
H45 -2.29 -3.49 -2.43
H46 -1.08 -5.18 -0.25
H47 -0.21 -5.24 -1.75
H48 -2.80 -7.67 -2.36
H49 -1.44 -7.49 -1.17
H50 -1.10 -7.22 -2.83
C21 1.41 -1.16 -4.08
O11 0.84 -2.47 -4.12
C22 0.04 -2.73 -5.23
C23 -0.22 -4.14 -5.48
O12 -1.48 -4.38 -6.09
C24 -1.69 -5.75 -6.15
H51 1.47 -0.64 -5.03
H52 2.38 -1.21 -3.56
H53 0.79 -0.49 -3.39
H54 0.51 -2.26 -6.11
H55 -0.92 -2.22 -5.17
H56 -0.32 -4.69 -4.53
H57 0.57 -4.62 -6.07
H58 -2.59 -5.97 -6.72
H59 -1.74 -6.12 -5.14
H60 -0.82 -6.09 -6.72
C25 -1.85 0.03 -2.91
O13 -0.90 0.83 -2.26
C26 -0.40 0.01 -1.21
C27 0.77 0.76 -0.69
O14 1.24 0.09 0.46
C28 2.18 0.86 1.19
H61 -2.33 0.70 -3.66
H62 -2.62 -0.45 -2.26
H63 -1.42 -0.80 -3.42
H64 -0.02 -0.93 -1.52
H65 -1.10 -0.22 -0.40
H66 0.46 1.77 -0.35
H67 1.59 0.93 -1.39
H68 2.68 0.23 1.96
H69 1.78 1.66 1.85
H70 2.96 1.27 0.51
C29 2.15 1.20 5.55
C30 2.00 2.73 5.29
O15 3.36 3.23 5.30
S1 4.14 2.19 4.41
O16 5.45 2.12 4.93
O17 3.95 2.33 2.98
O18 3.38 0.92 4.83
H71 1.41 0.53 5.19
H72 2.43 1.03 6.60
H73 1.46 3.41 5.96
H74 1.54 2.93 4.29

Properties
**HOMO-LUMO gap**: 9.6 eV
**Energy above the lowest of the compared OMol25 structures with the same formula, charge and spin**: 15.3 kcal/mol
**LUMO level**: 0.39 eV
**Highest occupied orbital energy**: -9.22 eV
**Total energy**: -2939.50186 hartree

=====

2.
Molecular formula: C3H13NO2
Method: DFT, ωB97M-V with the def2-TZVPD basis set

Element x y z (Å)
C1 -0.14 0.75 0.79
N1 0.81 -0.12 0.12
C2 1.41 0.64 -1.01
C3 1.76 -0.86 0.92
H1 -0.85 1.27 0.15
H2 0.36 1.47 1.45
H3 -0.80 0.16 1.44
H4 2.36 0.19 -1.28
H5 0.77 0.51 -1.88
H6 1.55 1.69 -0.75
H7 2.81 -0.71 0.69
H8 1.58 -1.93 0.86
H9 1.59 -0.61 1.97
O1 -3.62 0.63 0.08
H10 -3.23 -0.25 -0.04
H11 -3.76 0.61 1.01
O2 -1.30 -1.15 -1.49
H12 -0.70 -1.30 -2.21
H13 -0.61 -1.00 -0.82

Properties
**HOMO-LUMO gap**: 9.7 eV
**Energy above the lowest of the compared OMol25 structures with the same formula, charge and spin**: 29.5 kcal/mol
**LUMO level**: 0.79 eV
**Highest occupied orbital energy**: -8.86 eV
**SMILES string**: CN(C)C.O.O
**Total energy**: -327.29492 hartree

=====

3.
Molecular formula: C11H15ClN2O4
Method: DFT, ωB97M-V with the def2-TZVPD basis set

Element x y z (Å)
C1 3.75 -2.33 -0.26
C2 3.49 -1.29 -0.79
C3 3.14 -0.02 -1.39
C4 2.26 0.76 -0.44
C5 1.26 0.13 0.29
C6 0.50 0.87 1.14
C7 -0.60 0.30 1.95
C8 -0.94 -1.15 1.63
C9 -1.56 -1.21 0.22
C10 -2.91 -1.92 0.25
C11 0.79 2.24 1.21
N1 1.72 2.85 0.52
N2 2.43 2.06 -0.27
H1 3.77 -3.16 0.40
H2 4.06 0.54 -1.55
H3 2.63 -0.17 -2.33
H4 1.08 -0.91 0.16
H5 -1.47 0.94 1.89
H6 -0.28 0.33 3.00
H7 -1.59 -1.52 2.41
H8 -0.05 -1.78 1.65
H9 -0.91 -1.82 -0.41
H10 -1.66 -0.20 -0.16
H11 -3.56 -1.39 0.95
H12 -2.76 -2.94 0.59
H13 -3.38 -1.88 -0.72
H14 0.19 2.84 1.88
H15 3.16 2.51 -0.80
O1 -2.88 0.05 -2.08
Cl1 -2.43 1.42 -2.21
O2 -0.98 1.43 -2.19
O3 -2.91 2.18 -1.07
O4 -2.92 2.00 -3.43

Properties
**HOMO-LUMO gap**: 6.8 eV
**Energy above the lowest of the compared OMol25 structures with the same formula, charge and spin**: 252.7 kcal/mol
**LUMO level**: -1.76 eV
**Highest occupied orbital energy**: -8.60 eV
**Total energy**: -1298.41221 hartree

=====

4.
Molecular formula: C3H8ClP
Method: DFT, ωB97M-V with the def2-TZVPD basis set

Element x y z (Å)
C1 0.86 -0.29 1.38
C2 -1.82 1.14 -0.13
C3 0.21 -0.59 0.01
P1 0.75 -0.12 -1.59
Cl1 -1.90 1.70 -1.70
H1 0.42 -0.95 2.08
H2 1.09 0.75 1.54
H3 1.85 -0.64 1.18
H4 -2.68 0.61 0.29
H5 -1.01 1.59 0.54
H6 -0.37 -1.47 0.11
H7 0.47 -1.35 -2.21
H8 2.12 -0.38 -1.50

Properties
**HOMO-LUMO gap (alpha / beta)**: 8.4 / 8.0 eV
**Energy above the lowest of the compared OMol25 structures with the same formula, charge and spin**: 96.5 kcal/mol
**LUMO level (alpha / beta)**: 0.48 / 0.46 eV
**Highest occupied orbital energy (alpha / beta)**: -7.96 / -7.51 eV
**Total energy**: -920.47739 hartree